Entry 1:
Computed, not measured: C4H4Li2NaO5 as an isolated structure, with wB97M-V/def2-TZVPD.

CARTESIAN COORDINATES (ANGSTROEM)
O1 2.8118 -1.0133 -0.0495
C1 1.8505 -0.2125 0.0500
O2 1.9699 1.0290 -0.0850
Na1 4.8331 0.8121 -0.3832
O3 0.6379 -0.7476 0.2739
C2 -0.5021 0.0799 0.1029
C3 -1.7173 -0.8057 0.2923
H1 -0.5088 0.5245 -0.9020
H2 -0.4991 0.8944 0.8405
H3 -1.7433 -1.5845 -0.4839
H4 -1.7024 -1.2911 1.2791
O4 -2.8548 0.0377 0.1949
C4 -4.0940 -0.4949 0.2059
O5 -4.2367 -1.4685 0.9600
Li1 -5.7111 -2.2374 1.6073
Li2 -5.0654 0.0184 -1.5780

Its orbital gap is 0.2235 Eh. As for the total charge: +1. The relative energy (zero: lowest compared OMol25 entry of this formula, charge and spin) is 0.906 eV. The multiplicity is 1.

Entry 2:
Computed, not measured: a single C5H7NO2 molecule, with wB97M-V/def2-TZVPD.

CARTESIAN COORDINATES (ANGSTROEM)
O1 2.2651 -1.0684 -0.7089
C1 1.5457 -0.6446 0.1745
C2 1.2509 0.8169 0.4031
C3 -0.1027 1.0631 -0.3086
C4 -1.3191 0.1645 0.1150
C5 -1.1699 -1.2774 -0.3415
N1 -0.3080 -2.1390 0.0460
O2 0.6406 -1.3861 0.8999
H1 2.0969 1.5203 0.0419
H2 1.1958 0.9550 1.4568
H3 0.0896 0.8043 -1.3708
H4 -0.4466 2.1536 -0.1986
H5 -2.1973 0.6197 -0.3821
H6 -1.6433 0.1711 1.1781
H7 -1.8977 -1.7531 -1.0047

Its orbital gap is 0.4029 Eh. The relative energy (zero: lowest compared OMol25 entry of this formula, charge and spin) is 2.438 eV. The multiplicity is 1. As for the SMILES: O=C1CCCC=NO1.

Entry 3:
Computed, not measured: C7H22ClI2IrOP2 as an isolated structure, with wB97M-V/def2-TZVPD.

CARTESIAN COORDINATES (ANGSTROEM)
I1 1.0952 2.5611 2.3571
I2 0.6058 -1.4724 3.1974
Ir1 -0.0194 -0.2701 -1.7359
P1 -1.8601 -0.2278 -0.7734
C1 -2.6992 -0.1569 0.8097
C2 -2.6413 1.1680 -1.6547
H1 -3.7140 0.9613 -1.6158
H2 -3.6749 -1.4521 -1.6075
H3 -2.2490 1.2714 -2.6819
H4 -2.2258 -1.9156 -2.6013
H5 -2.5639 0.7786 1.3528
H6 -2.4263 2.0661 -1.0830
C3 -2.6069 -1.6769 -1.6041
H7 -3.7776 -0.2722 0.5789
H8 -2.4349 -2.5334 -0.9532
H9 -2.4043 -0.9405 1.5261
P2 1.7577 -0.2414 -0.7116
C4 2.6958 -0.1489 0.8338
C5 2.5281 -1.6825 -1.5174
H10 2.1958 1.2674 -2.5836
H11 3.6466 0.9209 -1.5414
H12 2.3934 2.0355 -0.9751
C6 2.5785 1.1455 -1.5635
H13 2.1565 -1.9106 -2.5123
H14 3.5965 -1.4707 -1.5113
H15 3.7679 -0.3295 0.5830
H16 2.4203 -0.9076 1.5933
H17 2.3542 -2.5379 -0.8696
H18 2.6388 0.8226 1.3497
Cl1 0.0267 0.0413 -4.0300
C7 -0.3968 0.9812 3.6955
O1 -0.4088 0.8230 2.1425
H19 -1.3143 1.4320 4.0502
H20 0.5727 1.7078 3.8819
H21 0.0252 0.0536 4.2911
H22 0.3618 0.1096 1.8834

Its orbital gap (alpha / beta) is 0.2872 / 0.2079 Eh. As for the total charge: +3. The relative energy (zero: lowest compared OMol25 entry of this formula, charge and spin) is 6.596 eV. The multiplicity is 6. Its expectation value of S² is 8.77.

Entry 4:
Computed, not measured: a 8-piece molecular cluster, C24H34BBr2F4N5O overall, with wB97M-V/def2-TZVPD.

CARTESIAN COORDINATES (ANGSTROEM)
B1 0.5646 5.0961 2.0990
F1 -0.6144 4.6907 2.7164
F2 1.5626 5.2963 3.1088
F3 1.0492 4.1062 1.2094
F4 0.3802 6.3079 1.3983
C1 -0.2631 -0.1589 -0.5728
C2 0.1126 0.9106 0.4731
O1 -0.5689 0.7601 1.6241
H1 0.4248 -1.0089 -0.4938
H2 -0.2740 0.2665 -1.5932
H3 -1.3190 -0.4000 -0.4221
H4 -0.0158 1.9214 0.0066
H5 1.2246 0.9234 0.6593
Br1 2.3203 -6.0271 -2.4183
C3 3.2171 -4.3180 -2.2464
C4 2.4252 -3.3514 -1.3853
Br2 3.4196 -1.6762 -1.3740
H6 3.2958 -3.8427 -3.2219
H7 4.2329 -4.4487 -1.8852
H8 2.2689 -3.6677 -0.3606
H9 1.4982 -3.1270 -1.9035
N1 4.4591 2.8822 1.9246
C5 5.1763 2.3375 2.9684
C6 5.0691 0.9716 2.8505
C7 4.3686 0.6997 1.6494
C8 3.8295 1.8916 1.2302
H10 4.2346 3.8556 1.8084
H11 5.7045 3.0226 3.6089
H12 5.5159 0.2769 3.5461
H13 4.2081 -0.2607 1.1889
H14 3.2484 2.1113 0.3509
N2 -4.1103 0.4412 -4.2913
C9 -4.5092 0.2141 -3.0127
C10 -3.7240 -0.7884 -2.5117
C11 -2.8954 -1.2400 -3.5805
C12 -3.0902 -0.3924 -4.6448
H15 -4.5930 1.1415 -4.8235
H16 -5.2960 0.7683 -2.5312
H17 -3.6432 -1.1495 -1.5002
H18 -2.2147 -2.0728 -3.5196
H19 -2.6777 -0.2905 -5.6339
N3 -3.6921 -3.3834 3.0215
C13 -4.3271 -3.4365 1.7971
C14 -3.3934 -3.0617 0.8701
C15 -2.1958 -2.6901 1.5334
C16 -2.4156 -2.9323 2.8660
H20 -4.1428 -3.4720 3.9131
H21 -5.3605 -3.7355 1.7725
H22 -3.5419 -3.0342 -0.1985
H23 -1.2305 -2.5256 1.0888
H24 -1.7457 -2.7770 3.6938
N4 3.3829 -1.9815 3.0978
C17 2.1224 -1.7067 2.6374
C18 1.2753 -1.8433 3.7032
C19 2.0544 -2.1338 4.8382
C20 3.3657 -2.2370 4.4454
H25 4.1788 -2.0871 2.4955
H26 1.9446 -1.6533 1.5766
H27 0.2135 -1.6713 3.6525
H28 1.6912 -2.3075 5.8398
H29 4.3109 -2.4017 4.9342
N5 -3.4691 4.5395 -3.4293
C21 -2.6752 4.7571 -4.5242
C22 -1.8325 3.6858 -4.6710
C23 -2.1100 2.7923 -3.5886
C24 -3.1913 3.2833 -2.9321
H30 -4.2126 5.1294 -3.1057
H31 -2.7778 5.6804 -5.0717
H32 -1.0299 3.6090 -5.3852
H33 -1.5015 1.9395 -3.3359
H34 -3.6964 2.9829 -2.0294

Its orbital gap is 0.1134 Eh. As for the total charge: -2. The multiplicity is 1.

Entry 5:
Computed, not measured: C7H9N as an isolated structure, with wB97M-V/def2-TZVPD.

CARTESIAN COORDINATES (ANGSTROEM)
C1 0.4910 -1.2253 -0.2334
C2 1.0065 0.0786 -0.8966
C3 0.3220 0.8828 0.7900
C4 -0.2837 -0.5497 0.9593
C5 -1.6293 -0.3762 0.4116
C6 -1.6129 0.5171 -0.5362
C7 -0.1831 1.0136 -0.7036
H1 1.3318 -1.8431 0.1116
H2 -0.1654 -1.8851 -0.7377
H3 1.6158 -0.0117 -1.8117
H4 2.4515 0.2371 0.6062
H5 0.2785 1.6945 1.5655
H6 -0.2374 -1.1588 1.8632
H7 -2.4880 -0.9666 0.7013
H8 -2.5077 0.8105 -1.1472
H9 -0.1263 1.9877 -1.1351
N1 1.7367 0.7947 0.1926

Its orbital gap is 0.3711 Eh. The relative energy (zero: lowest compared OMol25 entry of this formula, charge and spin) is 2.656 eV. The multiplicity is 1.

Entry 6:
Computed, not measured: a 2-piece molecular cluster, C3H9NO2S overall, with wB97M-V/def2-TZVPD.

CARTESIAN COORDINATES (ANGSTROEM)
C1 -0.1147 0.1218 0.6569
O1 -1.4937 0.4048 0.6467
C2 0.2132 -0.8220 -0.4789
C3 1.6627 -1.3879 -0.5139
S1 2.9720 -0.1098 -0.7638
N1 -0.0338 -0.1908 -1.8269
H1 0.3148 -0.3271 1.5785
H2 0.4321 1.0693 0.6009
H3 -0.5688 -1.5929 -0.5000
H4 1.8160 -1.8651 0.4647
H5 1.7320 -2.1263 -1.3096
H6 0.7257 0.4651 -1.9864
H7 -0.8717 0.3676 -1.6572
H8 -1.6677 1.2314 1.3442
H9 -2.7705 2.5715 1.4788
O2 -2.3475 2.1904 2.2659

Its orbital gap is 0.2178 Eh. As for the total charge: -2. The relative energy (zero: lowest compared OMol25 entry of this formula, charge and spin) is 0.357 eV. The multiplicity is 1.

Entry 7:
Computed, not measured: a 2-piece molecular cluster, C24H46FN3O2 overall, with wB97M-V/def2-TZVPD.

CARTESIAN COORDINATES (ANGSTROEM)
C1 4.9016 1.2809 5.4609
C2 4.7015 2.0155 4.1143
F1 4.0031 3.1840 4.3337
C3 4.0446 1.1035 3.0408
C4 2.5531 1.3751 2.7450
N1 2.2536 2.7127 2.1819
C5 3.1402 3.2058 1.4908
O1 4.0029 3.7853 0.9823
C6 2.0502 0.2375 1.8040
C7 1.3067 -0.9283 2.4973
C8 2.2462 -1.8446 3.3233
C9 0.7635 -1.8635 1.3500
N2 0.1318 -0.5069 3.2751
O2 -0.3170 -1.4329 4.0344
C10 0.2838 0.8330 3.9225
C11 -0.3046 0.7464 5.3612
C12 -0.6116 1.8627 3.1802
C13 1.7439 1.2924 4.0868
H1 5.9499 0.9979 5.5787
H2 4.3033 0.3696 5.5545
H3 4.5924 1.9408 6.2779
H4 5.6942 2.2979 3.7495
H5 4.0964 0.0816 3.4316
H6 4.6642 1.0827 2.1329
H7 2.8810 -0.1975 1.2370
H8 1.3609 0.6575 1.0547
H9 3.1695 -2.0484 2.7696
H10 1.7466 -2.7679 3.6131
H11 2.5576 -1.3546 4.2552
H12 0.6290 -2.8465 1.8109
H13 1.5769 -1.9749 0.6248
H14 -0.1750 -1.5067 0.9219
H15 0.2801 0.0963 6.0124
H16 -1.3697 0.5199 5.3459
H17 -0.2057 1.7643 5.7671
H18 -0.9116 2.6529 3.8732
H19 -1.5401 1.3410 2.9109
H20 -0.1579 2.2551 2.2680
H21 1.6983 2.3244 4.4518
H22 2.2743 0.7067 4.8382
C14 -0.9488 -3.1737 -5.6720
C15 -0.4902 -1.7769 -5.2611
C16 -0.6714 -1.4697 -3.7705
C17 -2.0785 -1.4952 -3.1846
N3 -2.9838 -0.2864 -3.3469
C18 -3.1823 0.1812 -4.7667
C19 -4.0831 -0.8617 -5.3893
C20 -5.0709 -1.2054 -4.2726
C21 -4.3959 -0.7633 -2.9699
C22 -2.6617 0.8634 -2.4175
C23 -1.3023 1.5334 -2.6184
C24 -0.2981 1.1480 -1.5307
H23 -2.0116 -3.3363 -5.4814
H24 -0.7817 -3.3216 -6.7384
H25 -0.3861 -3.9404 -5.1375
H26 -0.9750 -1.0329 -5.8956
H27 0.5753 -1.6935 -5.4841
H28 -0.1545 -0.5408 -3.5426
H29 -0.1116 -2.2357 -3.2243
H30 -2.0090 -1.6317 -2.1048
H31 -2.6235 -2.3536 -3.5766
H32 -3.6891 1.1458 -4.7164
H33 -2.2256 0.3217 -5.2564
H34 -3.5138 -1.7450 -5.6800
H35 -4.5800 -0.4945 -6.2846
H36 -5.3110 -2.2672 -4.2621
H37 -6.0104 -0.6703 -4.3996
H38 -4.3106 -1.5497 -2.2248
H39 -4.9229 0.0821 -2.5352
H40 -2.7819 0.4840 -1.4024
H41 -3.4445 1.6004 -2.5921
H42 -1.4480 2.6131 -2.5558
H43 -0.8996 1.3555 -3.6149
H44 -0.5856 1.5855 -0.5733
H45 0.6969 1.5165 -1.7807
H46 -0.2330 0.0671 -1.3901

Its orbital gap (alpha / beta) is 0.2918 / 0.3306 Eh. As for the total charge: +1. The relative energy (zero: lowest compared OMol25 entry of this formula, charge and spin) is 0.000 eV. The multiplicity is 2. Its expectation value of S² is 0.75.